1.
Computed, not measured: a molecular structure, C40H40BrN6O2Rb, with wB97M-V/def2-TZVPD.

XYZ file:
```
90
Properties=species:S:1:pos:R:3:forces:R:3
Rb 0.6614 -0.9740 0.4561 0.0 0.2 0.0
Br -0.4904 -6.9223 -4.3045 0.2 0.2 0.2
O 3.0796 0.2183 -1.6489 -0.1 0.0 -0.1
O -1.6713 -2.5763 0.1491 0.0 0.0 -0.2
N 2.5053 -3.3476 -0.4402 1.8 0.6 2.1
N -1.7016 3.0198 -1.9036 -0.1 -0.2 -0.4
N 3.5657 -1.5630 1.4175 -0.1 -0.8 -0.3
N -0.9182 -2.4827 2.7003 0.1 0.0 -0.4
N -0.9970 1.0408 -0.8927 0.0 -0.5 0.0
N -0.9900 3.0704 0.2675 -0.4 0.6 -0.5
C 0.7807 1.4166 3.0446 -0.2 0.9 0.1
C 0.3025 3.6884 3.6306 0.1 0.0 0.1
C 1.5937 -6.3420 -2.4366 -0.2 -0.1 -0.2
C 0.5254 -5.8060 -3.1374 -0.2 0.1 -0.1
C -1.1838 2.3059 -0.8296 -0.2 0.1 0.2
C 0.8812 -3.6779 -2.1162 0.4 0.0 0.5
C -2.5768 -3.1553 1.0509 -0.4 -0.4 0.2
C -0.2792 3.9048 2.3914 -0.2 0.1 -0.4
C -0.2784 -0.4667 -4.1814 0.0 0.0 -0.1
C -3.5384 -0.2140 -1.4037 0.1 0.1 0.0
C 4.8250 -3.3687 2.3831 -0.6 -0.1 -0.8
C -2.8115 6.5066 -2.3677 0.0 0.1 -0.1
C -1.1758 0.3517 -2.0882 -0.1 0.3 -0.1
C 2.2780 -5.5520 -1.5406 0.0 0.6 0.3
C -2.3911 -0.2972 -2.3717 -0.1 0.0 0.1
C -2.9762 -3.3736 3.5100 0.1 0.0 -0.1
C -0.5171 -2.3474 3.9552 0.0 0.0 0.4
C -0.3508 2.8232 1.4938 0.7 -0.3 1.4
C -0.1249 0.2441 -3.0056 0.1 -0.1 0.1
C -2.8369 5.1308 -2.2313 0.0 -0.1 0.0
C 4.0880 -0.7688 2.3308 0.1 0.5 0.2
C 5.3603 -2.5217 3.3244 0.0 0.7 0.3
C 3.3175 -3.7557 0.4852 -1.6 -0.5 -2.1
C 0.8612 4.3200 -1.9442 0.0 0.1 0.1
C -1.4886 -1.0735 -4.4752 0.0 -0.1 -0.1
C -1.6566 4.4149 -2.0511 0.0 0.4 0.0
C 0.8236 2.4538 3.9682 0.2 -0.2 0.3
C 0.1760 -4.4695 -2.9948 -0.1 -0.4 -0.3
C 1.9223 -4.2040 -1.3302 -0.9 -1.3 -1.5
C -2.5282 -0.9915 -3.5653 0.1 -0.1 -0.1
C -0.8133 5.2730 2.0505 0.1 -0.1 0.1
C -1.2901 -2.7019 5.0487 0.0 0.0 0.0
C 3.9095 -2.8681 1.4344 1.0 1.4 1.6
C -0.4241 5.0844 -2.0366 -0.1 -0.1 -0.1
C -1.6024 7.1786 -2.3085 0.0 0.1 0.0
C -2.5536 -3.2273 4.8169 0.1 0.0 -0.1
C -2.1212 -2.9855 2.4788 -0.2 0.0 0.0
C 0.1889 1.5836 1.8042 0.0 -1.1 -1.0
C 4.9765 -1.1818 3.3136 0.2 -0.6 0.0
C -0.4249 6.4684 -2.1476 0.0 0.0 0.0
H 3.7835 0.2712 2.2807 -0.1 0.0 0.0
H 0.8168 0.7212 -2.7719 0.1 0.1 0.1
H 3.1020 -5.9916 -1.0020 0.1 0.0 0.1
H 5.3583 -0.4799 4.0391 0.0 0.0 0.0
H 5.0967 -4.4141 2.3549 0.0 -0.1 0.0
H -3.1949 -3.5168 5.6371 0.0 0.0 0.1
H -3.7758 4.5961 -2.2679 -0.1 -0.1 0.1
H 1.2301 0.4647 3.3113 0.1 -0.3 0.2
H -3.4759 -1.4599 -3.7985 -0.1 -0.1 0.0
H 1.8800 -7.3718 -2.5896 0.0 -0.1 0.0
H -0.9169 -2.5743 6.0533 0.1 0.0 0.0
H 3.2730 -0.7060 -1.8363 0.0 -0.1 0.1
H 0.6334 -2.6282 -2.0153 0.0 0.0 0.0
H 3.5822 -4.8099 0.6123 -0.1 0.0 -0.1
H 0.5449 -0.5380 -4.8774 0.1 0.0 -0.1
H 3.6866 0.4685 -0.9468 0.0 0.0 0.1
H 0.3556 4.5009 4.3417 0.0 0.1 0.1
H 0.7719 3.3664 -2.4623 0.1 0.0 0.0
H -2.2000 2.4833 -2.5972 0.1 0.0 0.1
H -1.8863 5.2484 1.8505 -0.1 0.1 -0.1
H -0.3122 5.6967 1.1770 0.0 0.1 -0.1
H 0.5196 6.9961 -2.1287 0.1 0.0 0.0
H -1.6262 -1.5971 -5.4098 0.0 -0.1 -0.1
H -0.6517 5.9507 2.8866 0.0 0.1 0.0
H 1.6713 4.8956 -2.3854 0.1 0.0 0.0
H -1.5722 8.2538 -2.4060 0.0 0.1 0.0
H -3.1608 -0.0933 -0.3887 -0.1 0.0 0.1
H -1.3162 4.0198 0.1640 0.0 -0.1 -0.1
H -2.1328 -2.4229 -0.6825 0.1 0.0 -0.1
H -2.6795 -4.2391 0.8612 0.0 0.2 0.0
H 1.2646 2.3030 4.9432 0.1 0.1 0.2
H -0.6410 -4.0616 -3.5710 0.0 0.1 0.0
H 0.4772 -1.9413 4.0849 0.1 0.1 0.1
H 1.1211 4.1050 -0.9079 0.0 -0.1 0.1
H -3.5784 -2.7063 0.9680 0.2 -0.1 -0.1
H -3.9502 -3.7810 3.2799 -0.1 0.0 0.0
H -3.7314 7.0528 -2.5152 -0.1 0.0 0.0
H -4.1741 0.6455 -1.6258 0.0 0.0 0.1
H 6.0585 -2.8870 4.0645 0.0 0.0 0.0
H -4.1638 -1.1041 -1.4727 -0.1 0.0 0.0
```
Positions in Å, forces in eV/Å.

HOMO-LUMO gap = 4.15 eV
2S+1 = 1
highest occupied orbital energy = -5.2 eV



2.
Computed, not measured: a molecular structure, C40H40IO4OsP2, with wB97M-V/def2-TZVPD.

XYZ file:
```
88
Properties=species:S:1:pos:R:3:forces:R:3
Os 0.0722 0.0021 0.8001 0.5 -0.3 0.6
I -2.1673 0.8124 1.7020 -0.1 0.2 0.0
P -0.5326 1.0432 -1.6292 0.1 0.0 0.2
P 0.1477 -2.3538 0.4823 -0.2 0.3 -0.2
O -0.2592 -0.4281 -1.2724 -0.1 0.1 -0.2
O 0.0977 1.5046 -2.9651 0.0 0.2 -0.1
O -2.0677 1.1836 -1.8327 0.0 0.0 -0.2
O 0.0079 1.7940 -0.4024 -0.2 -0.1 -0.2
C 0.2551 -0.8932 2.8375 0.1 0.0 -0.1
C -1.2519 2.6148 2.3512 -0.1 -0.2 -0.1
C -1.4125 -3.0711 -0.0643 0.0 -0.1 0.1
C -3.4990 -4.1041 0.5574 0.0 0.0 0.0
C 2.4171 -3.7404 -2.6393 0.0 0.0 0.0
C -2.0087 3.6759 2.7354 0.0 0.0 0.0
C 1.3371 -4.9892 3.3527 0.0 0.0 -0.1
C 0.8019 3.7334 2.9204 0.0 0.0 0.0
C 0.0177 4.8508 3.3052 0.0 0.0 0.0
C 2.9292 2.6219 2.6738 0.0 0.0 0.0
C -2.8326 2.3441 -2.3459 0.0 0.0 0.1
C -4.2236 2.1319 -1.7763 0.0 0.0 0.0
C 3.5717 -2.9865 -2.4879 0.0 0.0 0.0
C -2.2105 3.6280 -1.8237 0.0 0.0 0.0
C 0.8498 -2.8151 4.3382 0.0 0.0 0.0
C 1.7709 0.3387 -4.2067 0.0 0.0 0.0
C 0.1592 2.5838 2.3992 -0.1 0.0 0.0
C -2.2518 -3.6143 0.9111 0.0 0.0 0.0
C 3.6678 -2.0564 -1.4606 0.0 0.0 0.0
C 0.6710 -1.9939 5.4731 0.0 0.0 0.0
C 2.6022 -1.8819 -0.5939 0.0 0.0 0.0
C 0.0473 -0.1785 3.9976 0.0 -0.1 0.0
C 1.4344 -2.6259 -0.7506 0.0 -0.2 0.0
C 0.6046 -2.2745 3.0510 0.0 0.1 0.0
C 0.6693 -3.1644 1.9628 0.0 0.0 -0.1
C 1.0206 -4.4822 2.0785 0.0 0.0 0.1
C 0.9230 1.4542 1.9838 0.1 0.1 0.0
C 1.5953 2.8540 -4.2125 0.0 0.0 0.0
C -3.0822 -3.5175 -1.7376 0.0 0.0 0.0
C 1.2375 -4.1723 4.4466 0.0 0.0 0.0
C 0.2428 -0.7155 5.2915 0.0 0.0 0.0
C 1.5206 1.5880 -3.3832 0.0 -0.1 0.0
C -3.9126 -4.0593 -0.7667 0.0 0.0 0.0
C -1.3429 4.8297 3.2104 0.0 0.0 0.0
C -2.8440 2.2774 -3.8617 0.0 0.0 0.0
C 2.2796 1.4796 2.1504 -0.1 0.1 0.0
C 2.4465 1.6553 -2.1816 0.0 0.0 0.0
C 2.2133 3.7235 3.0381 0.0 0.0 0.0
C 1.3471 -3.5653 -1.7715 0.0 0.0 0.0
C -1.8365 -3.0174 -1.3919 0.0 0.1 0.0
H 2.6043 2.9757 -4.6066 0.0 0.0 0.0
H -1.2033 -2.5734 -2.1468 0.0 0.0 0.0
H -0.2483 0.8582 3.9810 0.0 0.0 0.0
H 2.7828 0.3608 -4.6122 0.0 0.0 0.0
H 0.5214 5.7310 3.6848 0.0 0.0 0.0
H 1.3563 3.7240 -3.6003 0.0 0.0 0.0
H -1.9274 5.6891 3.5094 0.0 0.0 0.0
H -4.5833 1.1336 -2.0243 0.0 0.0 0.0
H 2.3442 0.7616 -1.5662 0.0 0.0 0.0
H 1.4465 -4.5643 5.4348 0.0 0.0 0.0
H -1.2464 3.8257 -2.2956 0.0 0.0 0.0
H 1.0494 -5.1271 1.2082 0.0 0.0 0.0
H 1.6664 -0.5529 -3.5850 0.0 0.0 0.0
H -1.8408 2.3671 -4.2710 0.0 0.0 0.0
H -3.4504 3.0981 -4.2470 0.0 0.0 0.0
H -4.2194 2.2453 -0.6917 0.0 0.0 0.0
H 2.2539 2.5386 -1.5745 0.0 0.0 0.0
H -3.0897 3.6499 2.6929 0.0 0.0 0.0
H 2.3489 -4.4719 -3.4335 0.0 0.0 0.0
H -2.8735 4.4642 -2.0455 0.0 0.0 0.0
H -1.9288 -3.6593 1.9440 0.0 0.0 0.0
H 0.8528 -2.3969 6.4613 0.0 0.0 0.0
H 2.6905 -1.1700 0.2258 0.0 0.0 0.0
H 3.4755 1.6930 -2.5412 0.0 0.0 0.0
H -3.4052 -3.4830 -2.7697 0.0 0.0 0.0
H 4.5710 -1.4743 -1.3336 0.0 0.0 0.0
H -4.8830 -4.4502 -1.0426 0.0 0.0 0.0
H 4.0058 2.6154 2.7853 0.0 0.0 0.0
H -4.9097 2.8653 -2.1999 0.0 0.0 0.0
H -3.2842 1.3382 -4.1978 0.0 0.0 0.0
H 4.4025 -3.1297 -3.1659 0.0 0.0 0.0
H 1.6342 -6.0226 3.4661 0.0 0.0 0.0
H 2.8797 0.6108 1.8992 0.0 0.0 0.0
H -4.1446 -4.5265 1.3157 0.0 0.0 0.0
H 0.9002 2.8058 -5.0507 0.0 0.0 0.0
H 2.7121 4.6014 3.4291 0.0 0.0 0.0
H 0.0684 -0.0690 6.1422 0.0 0.0 0.0
H -2.0685 3.5750 -0.7431 0.0 0.0 0.0
H 0.4519 -4.1596 -1.8931 0.0 0.0 0.0
H 1.0653 0.2788 -5.0351 0.0 0.0 0.0
```
Positions in Å, forces in eV/Å.

HOMO-LUMO gap = 6.54 eV
charge = +1
2S+1 = 1
highest occupied orbital energy = -10.3 eV



3.
Computed, not measured: a molecular structure, C40H42As3CrN3OP, with wB97M-V/def2-TZVPD.

XYZ file:
```
91
Properties=species:S:1:pos:R:3:forces:R:3
As 2.9201 -1.0743 3.9442 0.0 0.0 0.0
As -0.8328 -0.6800 -4.5000 -0.1 -0.3 0.0
As 1.1788 1.5967 -3.1654 0.0 0.0 -0.1
Cr -0.9902 -0.2727 -1.8537 0.2 0.2 -0.3
P 0.3062 0.1187 0.3769 -0.6 -0.3 0.2
O -2.0562 1.3755 -1.9330 0.1 0.1 -0.1
N -3.7834 2.7997 -2.1353 0.1 -0.3 0.0
N -2.8399 -1.7062 -2.0821 -0.1 0.1 0.0
N -6.7170 0.7329 -2.5586 -0.2 0.2 0.0
C -3.3169 1.5418 -2.0950 0.0 0.2 0.0
C -1.1684 -2.3484 0.7501 0.0 0.0 0.0
C 2.1242 -2.6020 7.7601 0.0 0.0 0.0
C 0.0290 -3.5016 -1.4913 0.0 0.0 0.0
C -5.5852 0.5999 -2.4011 -0.1 -0.2 -0.1
C 2.4763 0.7339 4.5476 0.0 -0.1 0.0
C -2.9315 2.0980 2.9935 0.0 0.0 0.0
C 1.4268 -1.1630 2.6382 0.0 -0.1 0.0
C -2.3530 0.0083 -5.4969 0.0 0.0 -0.1
C 2.6186 1.3779 -5.7229 0.0 0.0 0.1
C 1.0667 -2.9724 5.2264 0.0 0.0 0.0
C -3.5571 -0.7920 -2.1612 0.1 -0.2 0.1
C 0.5576 -3.6842 6.3044 0.0 0.0 0.0
C 1.0822 -3.4984 7.5713 0.0 0.0 0.0
C 1.5337 0.9349 -4.9708 -0.1 -0.1 0.0
C -0.9833 0.8068 1.4656 0.2 0.0 0.1
C -3.3048 1.2037 1.9984 0.0 0.0 0.0
C -4.1966 0.4422 -2.2297 0.1 0.2 0.0
C -1.4872 -3.6356 0.3684 0.0 0.0 -0.1
C 0.9215 -0.5300 -6.7963 0.0 0.0 0.0
C 2.9973 3.0910 4.5075 0.0 0.0 0.0
C 2.6368 -1.8974 6.6839 0.0 0.0 0.0
C 0.0331 3.1130 -3.6336 0.0 0.0 -0.1
C -0.8914 -2.5659 -4.9739 0.0 0.0 -0.1
C -0.6193 1.7108 2.4626 0.0 0.0 0.0
C 1.3354 1.0138 5.2945 0.0 -0.1 0.0
C 0.3560 -2.1980 -1.1191 0.1 0.2 0.1
C -0.2426 -1.6009 0.0095 0.1 -0.1 0.1
C 2.0046 -0.0787 -7.5314 0.0 0.0 0.0
C 3.3072 1.7810 4.1641 0.0 0.0 -0.1
C 2.1065 -2.0699 5.4077 0.0 0.0 -0.1
C -2.3374 0.5680 1.2388 -0.1 0.0 -0.1
C 1.8603 3.3587 5.2516 0.0 0.1 0.0
C 1.0327 2.3177 5.6491 0.0 0.0 0.0
C -0.8982 -4.2129 -0.7560 0.0 0.1 0.0
C 2.8536 0.8754 -6.9923 0.0 0.0 0.0
C -1.5886 2.3491 3.2208 0.0 0.0 0.0
C 1.7250 -0.2060 1.4962 0.3 0.2 -0.2
C 2.8236 2.5769 -2.7883 0.0 0.0 0.0
C 0.6811 -0.0322 -5.5188 0.1 0.1 0.0
H -0.0827 3.7498 -2.7572 0.0 0.0 0.0
H -1.1621 -5.2204 -1.0427 0.0 0.0 0.0
H 3.6527 3.8973 4.2074 0.0 0.0 0.0
H 1.1557 -1.6781 -1.6542 -0.1 0.0 0.1
H 2.5406 -2.4543 8.7470 0.0 0.0 0.0
H -3.6855 2.5937 3.5889 0.0 0.0 0.0
H -2.2015 -4.2033 0.9493 0.0 0.0 0.0
H 0.6842 -4.0512 8.4105 0.0 0.0 0.0
H -3.2591 -0.4920 -5.1550 0.0 0.0 0.0
H 2.0429 0.7748 1.8648 0.0 0.0 0.0
H 3.4521 -1.2007 6.8464 0.0 0.0 0.0
H 0.2662 -1.2765 -7.2322 0.0 0.0 0.1
H 1.3406 -2.1855 2.2654 0.0 0.0 0.0
H 0.6849 0.2075 5.6117 0.0 0.0 0.0
H -4.7688 2.9888 -2.2083 0.0 0.0 0.0
H -4.3502 0.9969 1.8136 0.0 0.0 0.0
H 3.6776 1.9020 -2.8257 0.0 0.0 0.0
H 3.2952 2.1206 -5.3197 0.0 0.0 0.0
H 2.5472 -0.5663 0.8702 0.0 0.0 0.0
H -2.4501 1.0794 -5.3267 0.0 0.0 0.0
H 2.7422 2.9799 -1.7787 0.0 0.0 0.0
H -1.6309 -1.9161 1.6277 0.0 0.0 0.0
H 0.1524 2.5230 6.2438 0.0 0.0 0.0
H 0.6379 -3.1341 4.2454 0.0 0.0 0.0
H -0.2520 -4.3853 6.1512 0.0 0.0 0.0
H -1.6106 -3.0537 -4.3161 0.0 0.0 0.0
H -2.2055 -0.1796 -6.5622 0.0 0.0 0.1
H 3.7020 1.2296 -7.5612 0.0 0.0 0.0
H -2.6629 -0.1214 0.4649 0.0 0.0 0.0
H -1.2857 3.0405 3.9950 0.0 0.0 0.0
H 4.2095 1.5760 3.5982 0.0 0.0 0.0
H 2.9780 3.4007 -3.4844 0.0 0.0 0.0
H 0.4746 3.6843 -4.4496 0.0 0.0 0.0
H 1.6257 4.3753 5.5350 0.0 0.0 0.0
H 0.4980 -0.8992 3.1499 0.0 0.0 0.0
H 2.1856 -0.4721 -8.5217 0.0 0.0 0.0
H 0.4209 1.9240 2.6738 0.0 0.0 0.0
H -3.1410 3.5555 -1.9758 0.0 0.0 0.0
H 0.5164 -3.9533 -2.3446 0.0 0.0 0.0
H -1.1972 -2.7055 -6.0117 0.0 0.0 0.1
H 0.0968 -3.0008 -4.8284 0.0 0.0 0.0
H -0.9484 2.7461 -3.9283 0.0 0.0 0.0
```
Positions in Å, forces in eV/Å.

⟨S²⟩ = 6.0203
HOMO-LUMO gap (alpha / beta) = 7.01 / 7.63 eV
charge = +1
2S+1 = 5
highest occupied orbital energy (alpha / beta) = -10.4 / -10.6 eV



no.,E_tot (eV)
1,-125862.132
2,-79463.248
3,-268900.076